# 1
Entry from the Open Molecules 2025 dataset: C22H40B2InNO22P as an isolated structure (wB97M-V/def2-TZVPD).

Geometry as XYZ:
```
89
Properties=species:S:1:pos:R:3:forces:R:3
C 1.787 1.528 0.872 0.02 -0.14 0.16
C 1.718 0.016 0.688 0.03 0.05 0.25
O 2.458 -0.635 1.671 0.16 -0.18 -0.10
In 2.797 -2.667 1.157 -0.71 -0.20 0.20
B 0.893 -3.344 0.015 0.34 0.46 0.01
C 0.785 -3.568 -1.551 -0.80 -0.23 0.47
O -0.223 -3.614 0.788 0.06 -0.65 -0.12
B 2.895 -3.979 3.054 0.06 0.49 -0.21
N 2.976 -5.451 2.852 0.00 0.16 0.23
O 2.847 -3.479 4.356 0.49 -0.25 -0.14
P 4.962 -3.061 -0.126 0.96 -0.01 0.14
C 5.356 -1.543 -1.159 -0.57 -0.55 0.27
O 4.650 -4.206 -1.337 -0.17 -0.18 0.05
H 1.014 1.845 1.569 -0.12 0.20 0.03
H 2.742 1.790 1.317 0.24 -0.01 -0.01
H 1.681 2.082 -0.054 -0.16 0.08 -0.15
H 2.038 -0.251 -0.331 0.13 0.04 -0.12
H 0.658 -0.284 0.747 -0.16 -0.07 -0.16
H 1.397 -4.409 -1.869 0.33 0.02 -0.16
H -0.257 -3.780 -1.828 -0.11 -0.12 -0.14
H 1.067 -2.667 -2.085 0.35 0.08 -0.14
H -0.826 -4.211 0.313 -0.14 0.44 -0.01
H 3.912 -5.821 2.986 -0.04 -0.14 -0.19
H 2.314 -5.951 3.440 0.23 -0.10 0.22
H 3.372 -4.081 4.914 -0.56 -0.05 0.12
H 4.515 -0.860 -1.164 0.04 0.36 -0.07
H 6.250 -1.077 -0.764 0.12 0.25 0.05
H 5.546 -1.874 -2.175 0.08 -0.10 -0.19
H 5.238 -4.965 -1.178 -0.18 0.46 -0.08
C 0.426 0.874 4.947 0.18 -0.33 -0.12
C 1.468 1.890 5.358 0.11 -0.10 0.14
O 1.304 2.915 4.374 -0.11 0.04 0.04
C 0.056 2.823 3.869 0.16 -0.18 0.07
O -0.433 3.635 3.146 -0.23 0.11 -0.08
O -0.559 1.699 4.297 0.08 0.17 0.01
H -0.007 0.345 5.792 -0.22 0.10 -0.06
H 0.811 0.152 4.223 0.04 0.05 -0.05
H 1.268 2.318 6.343 -0.03 0.02 -0.02
H 2.480 1.496 5.335 0.02 0.08 -0.19
C -0.463 5.272 0.225 -0.13 0.05 0.16
C -0.944 6.023 -0.998 -0.16 -0.03 0.03
O 0.219 5.997 -1.844 0.00 0.05 0.15
C 0.984 4.938 -1.471 -0.06 0.00 0.13
O 1.919 4.546 -2.096 0.04 -0.03 -0.13
O 0.529 4.395 -0.328 0.02 0.16 -0.12
H -1.246 4.701 0.709 0.30 -0.01 -0.06
H 0.015 5.920 0.961 0.04 -0.01 -0.02
H -1.764 5.515 -1.509 0.03 -0.01 0.03
H -1.236 7.048 -0.788 0.12 0.06 -0.09
C -4.352 2.382 0.740 0.14 -0.25 -0.04
C -3.314 3.363 1.229 0.06 -0.15 0.15
O -3.417 4.422 0.259 -0.11 -0.07 0.04
C -4.653 4.371 -0.292 -0.17 -0.05 -0.04
O -5.108 5.212 -1.000 0.04 0.04 0.03
O -5.295 3.242 0.076 0.10 0.01 0.04
H -4.831 1.835 1.544 -0.13 0.17 -0.07
H -3.947 1.678 0.010 0.01 0.09 -0.06
H -3.548 3.766 2.214 -0.02 0.02 0.00
H -2.306 2.955 1.247 0.04 0.08 -0.07
C -0.256 3.993 -5.841 0.11 0.01 -0.07
C -0.433 5.017 -4.741 0.08 -0.01 -0.15
O -1.857 5.208 -4.731 0.07 -0.07 -0.04
C -2.436 4.101 -5.255 -0.02 0.07 0.04
O -3.602 3.877 -5.239 -0.02 -0.03 -0.02
O -1.503 3.287 -5.804 0.06 0.04 -0.01
H 0.573 3.314 -5.663 -0.11 -0.13 0.05
H -0.143 4.449 -6.826 -0.04 0.01 0.01
H -0.117 4.642 -3.777 0.04 -0.07 0.07
H 0.076 5.956 -4.941 -0.14 0.08 0.04
C -9.183 0.013 2.377 -0.13 -0.04 -0.02
C -8.384 -0.084 1.094 -0.07 -0.10 -0.10
O -7.350 0.879 1.309 -0.04 -0.05 0.04
C -7.195 1.048 2.642 0.01 0.01 -0.02
O -6.304 1.653 3.144 -0.09 -0.02 0.15
O -8.192 0.431 3.322 -0.02 0.01 -0.07
H -9.623 -0.932 2.684 0.11 -0.01 0.13
H -9.963 0.775 2.327 0.03 0.02 -0.02
H -7.927 -1.066 0.958 0.01 0.00 0.04
H -8.958 0.169 0.207 0.10 0.14 -0.02
C 5.561 -9.372 -2.933 -0.03 -0.12 -0.03
C 4.805 -8.277 -3.658 -0.07 -0.04 -0.12
O 4.890 -7.190 -2.737 0.05 -0.08 -0.01
C 5.968 -7.384 -1.946 -0.06 0.06 0.01
O 6.406 -6.580 -1.190 0.06 -0.10 0.01
O 6.483 -8.627 -2.133 -0.04 -0.01 -0.05
H 6.095 -10.043 -3.601 0.14 0.06 0.06
H 4.917 -9.957 -2.274 -0.02 0.03 0.01
H 5.287 -7.985 -4.593 0.03 -0.01 0.02
H 3.766 -8.526 -3.854 -0.05 0.12 0.11
```
Forces are in eV/Å.

Results
Charge: -1
E, eV: -85816.60153
Spin multiplicity: 1

Results of the Mulliken charge analysis, in e, for atoms 1 through 2: number 1, C, carries -0.426; number 2, C, carries 0.020


# 2
Entry from the Open Molecules 2025 dataset: a 11-piece molecular cluster, C22H40Br14N4 overall in a non-equilibrium geometry (wB97M-V/def2-TZVPD).

Geometry as XYZ:
```
80
Properties=species:S:1:pos:R:3:forces:R:3
Br -5.846 -0.479 2.804 0.32 -0.26 -0.10
C -5.057 -0.235 1.029 -0.18 0.69 0.30
C -5.589 1.115 0.526 1.39 -0.59 -0.39
Br -5.814 1.107 -1.406 0.16 -0.05 -0.30
H -5.288 -1.076 0.408 -0.54 -0.39 -0.15
H -3.970 -0.203 1.144 -0.34 0.08 0.06
H -4.769 1.806 0.728 -0.60 0.49 -0.06
H -6.557 1.410 0.876 -0.19 0.01 0.49
Br 3.390 -1.873 5.347 -0.42 0.64 -0.16
C 1.891 -0.595 5.672 0.06 -0.21 -1.85
C 0.785 -0.705 4.570 0.34 -1.17 0.59
Br -0.214 -2.474 4.571 0.71 0.94 0.21
H 2.304 0.438 5.664 -0.19 -0.85 0.07
H 1.588 -0.929 6.640 -0.58 0.23 0.48
H 1.143 -0.653 3.530 0.12 0.20 0.66
H -0.017 -0.001 4.754 0.08 0.23 -0.01
Br -1.637 0.534 2.294 0.22 0.39 0.15
C -0.001 1.197 1.323 -0.69 -1.30 1.26
C 0.078 0.147 0.247 0.56 0.29 -0.14
Br 1.697 0.314 -0.853 0.27 -0.01 0.10
H 0.757 1.217 2.131 -0.24 0.09 -0.94
H -0.339 2.149 0.975 0.34 0.62 -0.14
H -0.655 0.373 -0.504 -0.53 -0.32 0.08
H 0.038 -0.874 0.626 0.18 0.22 -0.16
Br 0.647 2.339 -6.306 0.05 -0.47 0.37
C 1.426 1.498 -4.683 -0.57 -0.76 -1.80
C 2.551 2.270 -4.204 0.94 1.07 -0.29
Br 2.024 4.054 -3.637 0.38 -0.16 0.06
H 1.821 0.510 -4.996 -0.67 0.40 0.17
H 0.645 1.456 -3.956 -0.58 -0.35 0.35
H 3.347 2.326 -4.939 -0.04 0.43 -0.14
H 2.949 1.732 -3.387 0.48 -0.23 1.34
Br 1.809 -2.867 1.514 -0.14 0.09 0.18
C 3.092 -3.099 0.056 -0.13 0.12 1.32
C 3.767 -4.395 0.286 1.58 -0.55 -0.56
Br 4.671 -4.687 -1.491 -0.01 -0.23 0.71
H 3.840 -2.336 0.204 -0.14 0.52 -0.44
H 2.544 -3.048 -0.861 -0.18 0.18 -0.37
H 3.156 -5.263 0.460 -0.36 -0.12 -0.12
H 4.563 -4.345 1.063 -0.59 0.01 -0.69
Br -0.165 -2.301 -5.839 0.10 0.22 -0.20
C 0.171 -2.493 -3.927 0.13 -0.24 -0.57
C -0.710 -3.616 -3.471 1.51 -0.76 0.25
Br -0.060 -4.020 -1.617 -0.67 0.09 -0.56
H -0.090 -1.549 -3.498 -0.07 0.52 0.43
H 1.232 -2.701 -3.788 -0.20 0.01 -0.11
H -0.480 -4.517 -4.074 -0.46 0.49 0.58
H -1.749 -3.340 -3.485 -0.34 -0.18 0.28
Br 3.746 1.777 2.873 0.31 -0.58 0.04
C 5.063 0.344 2.375 1.13 1.88 1.27
C 5.253 0.517 0.916 -0.26 -0.85 -1.89
Br 6.342 -0.997 0.209 -0.07 0.13 0.24
H 4.664 -0.596 2.703 -0.28 -0.34 0.01
H 6.001 0.620 2.969 -1.36 -0.58 -0.86
H 5.836 1.382 0.591 -0.38 -0.02 0.43
H 4.315 0.422 0.309 0.81 0.30 0.85
C -2.846 4.566 3.092 1.36 1.04 -1.47
C -1.403 4.582 2.615 0.71 0.18 0.82
N -0.250 4.652 2.464 -1.99 -0.26 -0.16
H -3.375 5.410 2.550 0.44 -1.05 0.98
H -2.813 4.647 4.174 -0.19 0.37 0.01
H -3.272 3.617 2.835 -0.33 -0.42 -0.29
C -2.128 -3.641 1.618 0.69 0.38 -1.11
C -2.606 -4.449 2.716 -1.16 -0.71 1.59
N -3.077 -5.072 3.577 0.91 0.88 -1.31
H -2.878 -3.551 0.822 -0.01 -0.18 0.28
H -1.245 -4.109 1.162 -0.22 0.04 0.17
H -1.824 -2.617 1.880 -0.21 -0.37 0.40
C -0.739 3.999 -1.369 -1.77 -0.17 0.08
C -1.901 3.376 -0.664 1.15 0.65 -0.29
N -2.796 2.932 -0.103 -0.26 -0.01 0.21
H 0.194 3.763 -0.916 0.67 -0.46 0.49
H -0.868 5.076 -1.306 -0.01 0.09 -0.22
H -0.749 3.648 -2.399 0.08 0.17 0.03
C -2.807 1.060 -4.480 -0.86 1.12 1.13
C -2.166 0.956 -3.162 -1.21 0.71 -2.65
N -1.580 1.057 -2.202 1.22 -0.30 1.84
H -2.309 1.801 -5.100 0.37 -0.30 -0.06
H -3.845 1.410 -4.379 0.29 -0.12 0.28
H -2.858 0.098 -4.891 0.16 -1.28 -1.04
```
Forces are in eV/Å.

Results
Structure (SMILES): BrCCBr.BrCCBr.BrCCBr.BrCCBr.BrCCBr.BrCCBr.BrCCBr.CC#N.CC#N.CC#N.CC#N
E, eV: -1010017.57129
Spin multiplicity: 1

Results of the Mulliken charge analysis, in e, for atoms 1 through 2: number 1, Br, carries -0.163; number 2, C, carries -0.137


# 3
Entry from the Open Molecules 2025 dataset: a 7-piece molecular cluster, C22H40ClN2O26S6 overall in a non-equilibrium geometry (wB97M-V/def2-TZVPD).

Geometry as XYZ:
```
97
Properties=species:S:1:pos:R:3:forces:R:3
O 4.075 -6.313 1.169 -0.04 -0.18 0.06
C 2.721 -6.631 0.905 0.40 0.29 0.32
C 1.854 -6.510 2.151 0.02 -0.10 -0.10
C 0.357 -6.603 1.790 0.23 0.34 0.08
C -0.238 -5.248 1.558 -0.44 0.12 -0.69
C -0.138 -4.198 2.497 0.35 -0.57 0.39
N -0.609 -2.996 2.358 -0.21 0.23 -0.34
N -1.238 -2.709 1.214 -0.03 -0.37 0.62
C -1.706 -1.310 1.094 0.06 0.55 0.36
C -0.669 -0.487 0.323 0.12 -0.09 0.62
C 0.426 0.032 1.269 0.49 0.10 -0.17
O 1.716 -0.089 0.685 -0.25 -0.37 -0.05
C -1.402 -3.634 0.281 -0.42 0.07 -1.10
Cl -2.228 -3.207 -1.149 0.15 -0.05 0.15
C -0.918 -4.931 0.397 0.48 -0.06 0.95
H 4.125 -5.650 1.865 0.04 0.06 -0.09
H 2.726 -7.656 0.538 -0.17 0.01 -0.17
H 2.336 -5.954 0.132 -0.10 -0.13 -0.13
H 2.128 -7.261 2.889 0.00 -0.13 -0.07
H 2.089 -5.545 2.607 -0.12 0.06 0.09
H -0.203 -7.114 2.573 -0.06 0.04 0.05
H 0.231 -7.171 0.869 -0.02 -0.21 0.06
H 0.373 -4.392 3.431 -0.04 0.16 0.11
H -1.771 -0.962 2.123 -0.06 0.03 0.02
H -2.711 -1.280 0.687 0.04 -0.27 -0.25
H -0.178 -1.154 -0.387 -0.10 0.17 -0.33
H -1.136 0.350 -0.190 -0.11 -0.12 -0.20
H 0.255 1.074 1.546 -0.25 0.01 -0.03
H 0.451 -0.548 2.192 0.02 -0.05 0.03
H 1.622 0.091 -0.257 0.26 0.39 0.07
H -1.061 -5.656 -0.389 -0.12 0.10 -0.13
C -4.871 -1.122 -1.529 0.02 0.10 0.30
C -6.132 -1.945 -1.621 0.05 -0.25 -0.25
O -7.183 -0.989 -1.425 0.22 0.13 0.22
S -6.751 0.430 -2.029 0.02 -0.12 0.01
O -7.289 0.577 -3.330 0.02 0.12 -0.02
O -6.935 1.412 -1.025 -0.09 0.02 0.00
O -5.178 0.112 -2.172 -0.13 -0.15 -0.14
H -4.616 -0.912 -0.485 0.01 -0.03 0.00
H -4.033 -1.606 -2.021 -0.04 0.28 -0.23
H -6.169 -2.724 -0.861 -0.26 0.43 -0.22
H -6.245 -2.389 -2.613 0.01 -0.01 0.01
C 0.505 -0.963 5.942 0.01 -0.04 0.40
C -0.779 -1.757 5.825 0.09 -0.26 -0.38
O -1.820 -0.800 6.037 0.19 0.18 0.27
S -1.361 0.621 5.455 0.08 -0.18 0.00
O -1.890 0.769 4.142 0.03 0.08 -0.07
O -1.554 1.602 6.452 -0.16 0.08 -0.07
O 0.196 0.287 5.313 -0.08 -0.12 -0.17
H 0.771 -0.779 6.984 -0.01 0.01 -0.01
H 1.343 -1.434 5.434 -0.01 0.15 -0.15
H -0.844 -2.558 6.557 -0.20 0.13 0.11
H -0.905 -2.158 4.818 0.10 -0.10 -0.02
C -7.108 -3.699 3.154 -0.30 0.29 -0.10
C -8.005 -4.916 3.082 0.16 -0.19 0.39
O -7.841 -5.388 1.732 -0.02 0.25 -0.10
S -6.364 -5.108 1.236 -0.24 0.06 0.24
O -5.569 -6.272 1.386 0.23 0.07 -0.14
O -6.431 -4.423 -0.010 0.10 -0.50 0.13
O -5.950 -4.066 2.376 -0.02 -0.20 0.11
H -7.572 -2.828 2.689 -0.01 -0.01 0.00
H -6.812 -3.454 4.170 0.22 -0.08 -0.05
H -9.048 -4.683 3.272 -0.06 -0.04 -0.26
H -7.677 -5.703 3.762 0.00 0.02 0.01
C -0.046 4.315 1.387 0.30 -0.07 0.25
C 0.565 5.482 0.641 -0.32 0.38 0.02
O 1.177 4.887 -0.511 -1.05 -1.55 0.61
S 0.330 3.638 -0.977 -0.05 0.38 0.34
O -0.539 4.015 -2.031 -0.03 -0.32 -0.17
O 1.201 2.517 -1.092 -0.06 -0.20 -0.22
O -0.553 3.456 0.354 -0.09 0.07 -0.07
H 0.711 3.765 1.953 0.00 0.03 0.00
H -0.851 4.614 2.053 -0.15 -0.09 -0.14
H 1.312 6.010 1.225 0.18 -0.07 -0.18
H -0.196 6.186 0.300 0.00 0.00 0.04
C 5.347 7.181 -2.972 0.25 -0.33 0.09
C 4.533 6.634 -4.121 0.02 0.37 -0.35
O 3.307 6.193 -3.509 0.19 -0.14 0.28
S 2.953 7.140 -2.276 0.26 0.19 -0.33
O 2.016 8.123 -2.684 -0.10 0.05 0.16
O 2.698 6.320 -1.148 1.01 1.05 -0.29
O 4.383 7.839 -2.135 -0.09 0.05 -0.18
H 5.815 6.380 -2.395 -0.01 0.00 -0.01
H 6.108 7.883 -3.298 -0.13 0.17 0.07
H 5.025 5.809 -4.624 -0.19 -0.17 0.08
H 4.293 7.414 -4.845 0.06 -0.01 -0.02
C 9.223 4.708 -6.858 0.09 -0.12 0.38
C 7.980 3.856 -7.009 0.06 -0.12 -0.41
O 6.907 4.732 -6.627 0.20 0.06 0.30
S 7.264 6.233 -7.051 0.17 -0.24 -0.13
O 6.637 6.525 -8.286 -0.03 0.25 0.04
O 7.098 7.061 -5.909 -0.24 0.06 0.04
O 8.821 6.009 -7.311 -0.11 -0.14 -0.16
H 9.531 4.787 -5.814 0.00 -0.02 0.00
H 10.055 4.347 -7.455 -0.02 0.18 -0.14
H 7.991 2.977 -6.372 -0.17 0.10 0.14
H 7.823 3.553 -8.046 0.03 -0.01 0.00
```
Forces are in eV/Å.

Results
Charge: +1
E, eV: -157198.15591
Spin multiplicity: 1

Results of the Mulliken charge analysis, in e, for atoms 1 through 2: number 1, O, carries -0.505; number 2, C, carries -0.399